[1]
Below is a 2-piece molecular cluster, C2H5O4P overall, with properties calculated with ωB97M-V with the def2-TZVPD basis set.

```
12
Properties=species:S:1:pos:R:3:forces:R:3:lowdin_charge:R:1
C 2.399035 0.846050 0.171071 0.686 0.920 0.146 -0.37
C -1.564320 -0.406132 -0.274799 2.181 -0.763 0.083 -0.07
O 1.552000 -2.338879 -0.138621 -0.228 -0.690 -0.059 -0.33
O 1.841605 -0.006934 1.137279 -0.914 -0.851 -0.237 -0.22
O 2.095749 0.141074 -1.004922 -1.011 -0.925 -0.031 -0.22
O -2.127690 -1.342723 0.471068 -0.191 -0.086 0.003 -0.01
P 1.145132 -0.941254 -0.094634 -0.601 2.232 0.044 0.71
H 1.924961 1.834342 0.184096 0.003 -0.058 -0.008 0.11
H 3.480763 0.947205 0.308405 -0.047 -0.032 -0.017 0.12
H -1.584931 0.574979 0.169252 0.072 0.069 0.085 0.08
H -1.586360 -0.488609 -1.353700 0.003 -0.049 0.011 0.07
H -2.128023 -2.210768 0.039668 0.046 0.233 -0.021 0.13
```
Forces are in eV/Å.

Kohn-Sham gap (alpha / beta): 7.99 / 7.99 eV
Lowest unoccupied orbital energy (alpha / beta): -0.7 / -0.7 eV

[2]
Below is one molecule with the formula C2H3N3OS, with properties calculated with ωB97M-V with the def2-TZVPD basis set.

```
10
Properties=species:S:1:pos:R:3:forces:R:3:lowdin_charge:R:1
O -2.689959 -0.758256 -0.372498 3.010 2.709 0.832 0.03
C -1.596355 -0.157718 -0.168182 -3.775 -8.752 -0.714 -0.52
N -1.192136 1.062183 -0.316328 -5.089 3.930 -2.036 0.16
C -0.030676 1.165461 -0.021212 5.420 2.636 1.207 -0.29
N 0.544594 0.020970 0.597350 1.521 -1.146 -2.881 -0.32
S 2.000244 -0.379106 -0.480675 2.587 0.444 3.093 0.65
N -0.421084 -0.952281 0.066876 -0.287 3.025 0.516 0.02
H 0.472028 2.141992 -0.329965 0.190 -1.683 1.214 0.15
H 3.321401 -0.294588 0.561612 -3.328 -0.052 -2.188 0.01
H -0.408054 -1.848656 0.463021 -0.249 -1.111 0.956 0.11
```
Forces are in eV/Å.

Kohn-Sham gap: 9.11 eV
Lowest unoccupied orbital energy: -0.5 eV

[3]
Below is a 2-piece molecular cluster, C5H9F3N3 overall, with properties calculated with ωB97M-V with the def2-TZVPD basis set.

```
20
Properties=species:S:1:pos:R:3:forces:R:3:lowdin_charge:R:1
C 3.063180 1.573638 -1.240710 1.235 1.895 -2.410 0.01
C -0.092404 -0.223365 0.805176 -0.678 -0.233 1.142 0.14
C -1.815326 -1.302161 -0.446454 -4.445 0.737 -1.501 0.02
C -2.075971 0.907866 0.468944 -4.112 -0.760 1.536 0.01
C 0.934164 -1.449065 0.651352 -0.087 2.143 -0.214 -0.61
N 2.216258 1.462849 -0.358406 -1.101 1.261 2.202 -0.18
N -1.272773 -0.223007 0.282327 2.689 -0.592 -0.090 -0.16
N 1.534339 1.738438 0.499451 -0.998 -0.130 0.954 0.20
F 2.062674 -1.333647 1.310800 -0.227 0.424 1.150 0.20
F 0.400098 -2.612859 0.922694 -0.345 -0.243 -0.253 0.22
F 1.302638 -1.294229 -0.620574 -0.340 -0.877 -1.219 0.16
H 3.123760 2.558445 -1.692666 0.240 -0.140 0.076 0.11
H 3.430624 0.741186 -1.686030 1.261 -2.272 -1.191 0.05
H -2.321142 -0.939734 -1.421132 0.811 -0.401 1.697 0.16
H -1.062298 -1.898880 -0.688734 2.912 -2.797 -1.305 0.04
H -2.560499 -1.907591 0.122249 0.446 0.780 -0.151 0.15
H -1.501841 1.702505 0.748016 1.419 2.225 0.896 0.07
H -2.742711 1.219028 -0.347844 0.507 -0.662 -0.055 0.13
H -2.731659 0.554270 1.337262 0.379 1.134 -1.012 0.16
H 0.108892 0.726318 1.354278 0.433 -1.493 -0.251 0.12
```
Forces are in eV/Å.

Kohn-Sham gap: 7.32 eV
Lowest unoccupied orbital energy: -5.1 eV
Net charge: +1

[4]
Below is a 8-piece molecular cluster, C50H75Br2F9O26S overall, with properties calculated with ωB97M-V with the def2-TZVPD basis set.

```
163
Properties=species:S:1:pos:R:3:forces:R:3:lowdin_charge:R:1
C 8.638147 -1.933068 -0.616997 0.189 0.467 -0.403 -0.12
O 8.100744 -1.084210 -1.616323 -0.194 -0.654 0.224 -0.20
C 6.744119 -0.764892 -1.339653 0.171 0.540 -0.545 -0.25
C 6.091492 -0.366530 -2.664961 -0.216 0.373 0.785 -0.16
C 4.547606 -0.268017 -2.545977 0.644 -0.591 -0.173 -0.19
C 3.801540 -1.121525 -3.599794 -0.363 0.630 -0.148 -0.20
C 2.828304 -0.294283 -4.482204 0.755 -0.665 0.697 -0.20
C 1.898640 0.554694 -3.593437 -0.053 -0.008 -0.813 -0.21
C 0.454882 0.654995 -4.135037 0.515 -0.191 0.426 -0.18
C -0.419000 -0.473715 -3.542349 -0.155 0.346 -0.691 -0.21
C -1.854678 -0.066690 -3.185033 0.028 -0.897 -0.189 -0.16
C -2.519727 -1.157627 -2.284691 0.189 1.189 -0.791 -0.08
C -2.644974 -0.848253 -0.793672 -0.620 0.135 -0.236 -0.19
O -3.974373 -1.389035 -0.458052 0.304 -0.934 1.261 -0.18
S -4.189465 -1.227474 1.136038 1.084 -0.096 -2.130 0.56
O -4.779714 -2.369962 1.696706 -0.647 -1.216 0.455 -0.21
O -4.822160 0.020679 1.287950 -0.023 1.142 0.823 -0.23
O -2.641300 -1.274207 1.507016 -0.619 0.984 0.159 -0.24
C -1.733183 -1.391448 0.327101 -0.394 -1.282 1.117 -0.34
C -1.492384 -2.939288 0.414871 0.821 0.438 -0.615 -0.07
C -0.878928 -3.636678 -0.818084 -0.838 0.070 -0.056 -0.09
C 0.011401 -4.785654 -0.392463 -0.253 0.725 -1.021 -0.46
F 1.011172 -4.337926 0.372874 0.672 0.048 0.509 0.11
F -0.708311 -5.642064 0.348666 -0.442 -0.433 0.329 0.14
C 0.685202 -5.621140 -1.539742 -0.840 -0.600 1.173 -0.38
F 0.879789 -6.849201 -1.027329 -0.156 -0.764 0.235 0.15
F 1.892463 -5.174584 -1.804951 0.834 0.992 -0.782 0.19
C -0.143500 -5.854122 -2.822673 0.499 0.473 -0.435 -0.36
F -1.381963 -6.228257 -2.538585 -0.998 0.042 0.660 0.18
F 0.407107 -6.900014 -3.442143 0.722 -0.407 -0.395 0.15
C -0.209687 -4.670803 -3.860171 0.180 -0.573 -0.671 -0.59
F 0.109074 -5.142014 -5.055188 0.451 -0.450 -0.711 0.18
F -1.418970 -4.186615 -3.983304 -1.305 0.386 0.500 0.20
F 0.607094 -3.680833 -3.600215 0.784 0.664 0.664 0.20
C -0.504672 -0.615171 0.869123 -0.365 0.636 -0.251 -0.56
Br 1.209008 -1.099375 0.042319 -0.235 -0.096 0.069 0.91
C -0.512284 0.919836 0.882978 0.598 0.298 -1.005 -0.74
C -0.488137 1.631011 -0.484177 -0.012 0.495 0.664 -0.14
Br -1.904583 1.741945 1.970403 0.093 -0.188 0.069 0.86
H 8.097243 -2.883679 -0.555370 -0.156 0.116 0.142 0.09
H 8.623913 -1.394483 0.337328 0.102 -0.351 0.170 0.09
H 9.659818 -2.162013 -0.918200 0.058 0.104 0.162 0.08
H 6.727471 0.098333 -0.657670 -0.192 -0.176 0.128 0.13
H 6.212703 -1.591682 -0.852531 0.112 -0.129 -0.136 0.12
H 6.422134 -1.060079 -3.437495 -0.083 -0.044 -0.002 0.11
H 6.489031 0.624471 -2.892936 0.109 -0.120 -0.340 0.11
H 4.286436 0.785382 -2.594553 -0.283 -0.025 -0.024 0.10
H 4.267229 -0.618474 -1.551427 -0.089 0.192 0.089 0.09
H 3.192655 -1.888687 -3.108602 0.197 -0.068 0.034 0.10
H 4.539701 -1.616586 -4.234391 -0.145 -0.153 -0.006 0.10
H 2.287341 -1.023201 -5.094013 -0.206 0.253 -0.069 0.10
H 3.451495 0.310983 -5.146103 -0.320 0.189 -0.115 0.11
H 2.353603 1.539623 -3.484907 -0.135 0.054 0.129 0.11
H 1.874265 0.085235 -2.611252 -0.008 0.188 0.189 0.05
H 0.032403 1.641529 -3.928556 -0.087 -0.094 0.133 0.10
H 0.507905 0.555290 -5.221777 -0.193 0.124 -0.009 0.11
H 0.083419 -0.974406 -2.711743 0.064 0.263 0.201 0.06
H -0.503463 -1.239527 -4.320887 -0.032 -0.190 0.170 0.11
H -1.957510 0.943289 -2.794263 0.176 0.002 0.254 0.09
H -2.411556 -0.077718 -4.126907 0.097 0.188 0.342 0.09
H -3.547379 -1.240493 -2.641036 0.268 -0.077 0.359 0.09
H -2.045199 -2.098210 -2.551308 -0.027 -0.174 0.454 0.10
H -2.807459 0.213446 -0.583986 0.599 0.166 -0.439 0.14
H -2.414245 -3.423162 0.725286 -0.073 0.030 -0.226 0.13
H -0.796985 -3.050892 1.248508 -0.086 -0.027 0.069 0.12
H -1.697902 -4.049743 -1.411990 0.050 -0.088 0.012 0.13
H -0.378072 -2.927846 -1.470639 0.439 -0.085 0.145 0.08
H -0.402456 -0.937156 1.902026 0.017 -0.187 -0.028 0.10
H 0.422737 1.210491 1.353884 -0.113 -0.176 0.415 0.07
H -1.487215 1.921478 -0.792508 -0.011 -0.240 -0.342 0.04
H 0.072925 1.091620 -1.243021 -0.197 -0.194 -0.060 0.05
H 0.046832 2.570179 -0.322791 -0.037 0.014 -0.098 0.09
C -3.617725 5.420095 1.259597 -0.449 -0.288 -0.183 -0.01
C -2.748787 5.403796 0.027410 -0.319 0.023 0.676 -0.32
C -3.133661 6.402302 -1.031493 0.191 0.260 -0.112 -0.10
O -2.618295 5.787526 -2.219194 -0.055 -0.188 0.071 0.07
C -2.624837 4.445288 -2.002554 -0.031 -0.137 0.016 -0.55
O -2.433490 3.624703 -2.841259 0.017 0.004 0.005 0.16
O -2.883183 4.167725 -0.698661 0.136 0.218 -0.423 0.06
H -4.676428 5.484472 0.995380 0.035 -0.015 -0.110 0.09
H -3.488278 4.503353 1.833199 0.179 0.089 0.069 0.07
H -3.364766 6.263658 1.893293 0.034 -0.098 -0.153 0.06
H -1.697492 5.505781 0.312388 0.007 0.031 -0.079 0.17
H -2.688686 7.383395 -0.877389 0.113 -0.052 -0.185 0.14
H -4.215622 6.509958 -1.144912 -0.012 -0.069 0.140 0.14
C -3.229355 10.923740 4.085559 0.315 0.010 0.075 -0.02
C -3.556947 9.483444 3.773795 0.101 0.648 0.105 -0.34
C -4.170781 8.711432 4.912293 -0.332 -0.126 0.025 -0.09
O -3.805115 7.364466 4.586049 0.154 0.107 -0.112 0.06
C -2.645795 7.428753 3.879375 0.259 0.040 0.221 -0.57
O -1.968752 6.493193 3.608115 0.075 0.064 0.119 0.16
O -2.367001 8.713836 3.527752 -0.264 -0.327 0.031 0.08
H -2.754899 11.016846 5.063816 -0.020 -0.056 0.001 0.09
H -2.530730 11.325150 3.351866 -0.120 0.000 -0.088 0.09
H -4.133352 11.532570 4.081324 -0.013 -0.038 -0.031 0.09
H -4.176750 9.427336 2.873627 -0.042 -0.092 0.046 0.16
H -5.252021 8.817974 4.969176 0.003 -0.218 -0.044 0.14
H -3.732389 8.958437 5.882152 0.055 0.133 -0.070 0.14
C 4.506206 -0.926051 4.454179 -0.353 -0.180 -0.130 -0.01
C 4.872388 0.209387 3.531341 -0.473 -0.518 0.371 -0.33
C 4.264294 1.537221 3.897788 0.025 0.212 0.100 -0.08
O 4.238676 2.207994 2.627677 -0.007 -0.192 -0.154 0.06
C 4.135885 1.242487 1.673864 -0.050 -0.194 0.008 -0.57
O 3.905063 1.449956 0.525812 -0.019 0.093 -0.068 0.14
O 4.327258 0.010883 2.208599 -0.058 0.520 -0.123 0.07
H 3.440999 -0.907889 4.695793 0.002 0.062 -0.051 0.09
H 4.710764 -1.885918 3.979582 0.163 0.041 0.029 0.09
H 5.072879 -0.862895 5.380548 0.073 0.031 -0.053 0.08
H 5.946096 0.274531 3.430367 0.032 0.045 -0.183 0.12
H 4.855712 2.093153 4.621258 0.035 0.136 -0.151 0.13
H 3.236260 1.454330 4.260777 0.031 -0.133 0.016 0.14
C -4.716442 1.476299 6.171860 0.074 0.327 0.003 -0.02
C -3.472902 0.690733 5.832754 -0.620 0.294 0.073 -0.33
C -2.755180 0.102626 7.018521 0.029 -0.343 0.077 -0.10
O -1.415742 -0.008952 6.525536 -0.026 0.178 -0.124 0.06
C -1.255410 0.965063 5.587739 -0.026 0.151 -0.140 -0.57
O -0.212544 1.270422 5.108785 0.033 -0.041 0.048 0.14
O -2.451601 1.537969 5.280338 0.394 -0.333 0.236 0.04
H -4.547724 2.130304 7.029495 0.052 -0.035 0.002 0.09
H -5.006405 2.112657 5.335947 -0.042 -0.138 -0.068 0.09
H -5.542323 0.804886 6.406858 0.029 -0.032 -0.039 0.09
H -3.706328 -0.073268 5.084671 0.091 -0.049 0.038 0.16
H -3.142273 -0.869872 7.315814 0.198 -0.068 -0.065 0.14
H -2.746185 0.768029 7.885718 -0.122 0.076 -0.068 0.14
C -1.605216 -7.936967 -5.909618 -0.198 -0.032 -0.391 -0.01
C -1.870298 -9.297895 -5.314497 0.097 0.628 -0.203 -0.33
C -0.698137 -10.242407 -5.347801 0.188 -0.141 0.276 -0.10
O -1.347784 -11.519577 -5.328282 -0.166 0.123 -0.121 0.06
C -2.568280 -11.353695 -5.907826 -0.084 -0.022 -0.076 -0.56
O -3.293251 -12.239669 -6.218982 0.030 0.010 0.011 0.17
O -2.839472 -10.030731 -6.083500 0.155 -0.361 0.186 0.08
H -1.056745 -8.016052 -6.850146 0.003 -0.064 0.020 0.10
H -2.542140 -7.424882 -6.130160 -0.013 0.006 0.145 0.10
H -1.022388 -7.327629 -5.227076 -0.004 -0.053 0.022 0.05
H -2.268399 -9.191320 -4.300581 0.053 -0.097 0.022 0.16
H -0.033047 -10.131042 -4.493786 -0.068 -0.196 0.045 0.14
H -0.116531 -10.169042 -6.270148 -0.067 0.147 -0.019 0.14
C -8.731589 -0.263127 -3.784496 0.084 0.329 -0.021 -0.02
C -7.499755 -1.073571 -4.107139 -0.558 0.285 0.148 -0.33
C -6.732087 -1.563466 -2.906680 0.003 -0.326 0.186 -0.08
O -5.411420 -1.713898 -3.445719 -0.384 0.062 -0.213 0.04
C -5.295898 -0.819521 -4.461480 -0.073 0.117 -0.083 -0.54
O -4.269367 -0.553211 -4.993960 -0.186 -0.046 -0.248 0.17
O -6.501708 -0.275056 -4.767701 0.323 -0.297 0.099 0.10
H -8.531222 0.458726 -2.990987 0.050 -0.039 0.005 0.09
H -9.056996 0.302657 -4.657267 -0.045 -0.135 -0.050 0.09
H -9.544961 -0.913158 -3.462211 0.032 -0.034 -0.028 0.09
H -7.759015 -1.897080 -4.779372 0.093 -0.045 0.039 0.16
H -7.102966 -2.508847 -2.516570 0.211 -0.075 -0.057 0.14
H -6.687552 -0.832457 -2.095622 -0.102 0.064 -0.067 0.14
C 9.931392 3.857337 4.768011 0.243 -0.242 0.026 -0.02
C 8.603997 3.139275 4.754577 0.536 0.408 -0.039 -0.33
C 7.920200 3.045132 6.093119 -0.274 0.183 0.105 -0.09
O 7.106551 1.875089 5.924711 0.133 -0.098 -0.130 0.05
C 7.738599 1.081677 5.019814 0.305 -0.141 0.028 -0.55
O 7.433276 -0.043286 4.780956 0.339 0.129 0.304 0.15
O 8.760527 1.746087 4.426561 -0.405 -0.082 0.159 0.10
H 10.540206 3.544627 5.618121 -0.053 -0.021 0.013 0.09
H 10.499146 3.628699 3.866571 -0.103 0.093 -0.068 0.09
H 9.783491 4.935398 4.827547 -0.048 -0.016 -0.025 0.09
H 7.946878 3.582189 4.000207 -0.083 -0.052 0.058 0.16
H 7.308779 3.914539 6.325164 -0.173 -0.153 -0.014 0.14
H 8.613999 2.861860 6.916791 0.106 0.038 -0.095 0.14
```
Forces are in eV/Å.

Kohn-Sham gap: 9.54 eV
Lowest unoccupied orbital energy: 0.3 eV

Number 1: energy -721.47591 hartree, strongest force on any atom 0.0450 Eh/bohr. Number 2: energy -715.58162 hartree, strongest force on any atom 0.1859 Eh/bohr. Number 3: energy -659.38859 hartree, strongest force on any atom 0.0924 Eh/bohr. Number 4: energy -10351.55009 hartree, strongest force on any atom 0.0465 Eh/bohr.